# C3H6F3NO2S

C3H6F3NO2S in the gas phase in a non-equilibrium geometry (ωB97M-V with the def2-TZVPD basis set, OMol25).

Properties
HOMO energy = -10.2 eV
Strongest force on any atom = 3.5 eV/Å
2S+1 = 1
Frontier orbital gap = 10.99 eV
SMILES string = CN(C)S(=O)(=O)C(F)(F)F
Energy above the lowest of the compared OMol25 structures with the same formula, charge and spin = 22.8 kcal/mol

Cartesian coordinates (Å):
1 C 0.37629 -0.62243 0.99088
2 N -0.69634 0.16269 0.40574
3 C -0.31986 0.56114 -0.93205
4 S -2.15805 -0.78546 0.42445
5 O -2.64394 -0.86049 1.74352
6 O -2.00259 -1.98144 -0.40337
7 C -3.38638 0.40570 -0.41238
8 F -3.03561 1.62164 -0.15032
9 F -3.56390 0.36628 -1.73823
10 F -4.54552 0.09174 0.14439
11 H 0.24042 -1.62230 0.82525
12 H 1.23871 -0.13451 0.60355
13 H 0.14782 -0.48486 2.00265
14 H -1.17742 0.62853 -1.63484
15 H -0.09358 1.62350 -0.86549
16 H 0.52626 0.03802 -1.37417

***

# C34H65BN8O3RbSe2Si4Te

A molecular structure, C34H65BN8O3RbSe2Si4Te (ωB97M-V with the def2-TZVPD basis set, OMol25).

Properties
HOMO energy (alpha / beta) = -1.5 / -1.5 eV
⟨S²⟩ = 0.7561
Strongest force on any atom = 0.7 eV/Å
2S+1 = 2
Frontier orbital gap (alpha / beta) = 5.16 / 5.17 eV
Net charge = -2

Cartesian coordinates (Å):
1 Rb 0.11219 0.17563 0.00532
2 C 1.41878 2.24887 -3.81092
3 C 1.36781 3.00525 -2.52399
4 C 2.26899 3.98765 -2.05834
5 C 1.75821 4.38486 -0.84386
6 N 0.62655 3.68226 -0.61955
7 N 0.39110 2.82819 -1.63808
8 B -0.32281 3.81652 0.60041
9 N -1.75295 3.37936 0.24558
10 C -2.88933 4.10507 0.33779
11 C -3.93742 3.29817 -0.04636
12 C -3.33520 2.06014 -0.35316
13 C -3.97770 0.78824 -0.81379
14 N -2.02820 2.12634 -0.16511
15 N 0.19915 2.95991 1.76237
16 C 1.40754 3.05808 2.36312
17 C 1.46685 2.10722 3.35360
18 C 0.22039 1.44691 3.28564
19 C -0.30965 0.34609 4.14446
20 N -0.52502 1.96987 2.32298
21 N -0.32413 5.32088 0.98052
22 C -0.60900 6.32914 0.12854
23 C -0.44480 7.51399 0.80945
24 C -0.04035 7.12079 2.10300
25 C 0.29031 7.98994 3.27759
26 N 0.03115 5.80111 2.19024
27 H 2.31041 2.52092 -4.37518
28 H 0.53611 2.46479 -4.41733
29 H 1.43739 1.17237 -3.64715
30 H 3.15496 4.35969 -2.54845
31 H 2.11355 5.12481 -0.14146
32 H -2.88876 5.12922 0.67217
33 H -4.98182 3.56324 -0.10145
34 H -5.00164 0.97064 -1.13948
35 H -3.99878 0.05088 -0.00789
36 H -3.41446 0.35979 -1.64400
37 H 2.12518 3.80606 2.06632
38 H 2.28150 1.92016 4.03692
39 H 0.32401 -0.54209 4.08645
40 H -1.31247 0.07687 3.81283
41 H -0.36338 0.66970 5.18780
42 H -0.89636 6.13105 -0.89381
43 H -0.59154 8.51604 0.43683
44 H 0.24525 9.04194 2.99614
45 H 1.29184 7.76736 3.64910
46 H -0.41138 7.81613 4.09573
47 O 1.77432 -5.93241 -3.83750
48 C 2.84448 -5.19760 -3.22908
49 C 2.35612 -3.83887 -2.70290
50 C 3.58962 -2.92922 -2.56694
51 O 4.77572 -3.57377 -2.07657
52 C 1.59923 -3.97747 -1.38845
53 Se 2.59258 -4.62141 0.17654
54 C 1.37368 -3.21004 -3.70258
55 Se 0.83549 -1.35478 -3.29999
56 H 2.11369 -6.80014 -4.05918
57 H 3.65004 -5.02492 -3.95148
58 H 3.26147 -5.77373 -2.39619
59 H 3.31759 -2.08668 -1.93390
60 H 3.84256 -2.53272 -3.55284
61 H 4.54384 -3.95512 -1.21386
62 H 0.74908 -4.64707 -1.51485
63 H 1.22402 -2.99193 -1.11915
64 H 0.46662 -3.80653 -3.74135
65 H 1.82215 -3.21048 -4.69885
66 C 4.96546 -0.49481 0.22650
67 C 4.31565 0.37365 -0.85624
68 C 3.22203 1.06797 -0.06750
69 O 2.73600 0.09533 0.85304
70 C 3.78925 -0.83791 1.15071
71 H 5.72094 0.08273 0.76677
72 H 5.43571 -1.39106 -0.17920
73 H 3.86650 -0.24262 -1.63407
74 H 5.00717 1.07587 -1.32259
75 H 2.39295 1.39338 -0.69332
76 H 3.62143 1.93219 0.47912
77 H 3.41332 -1.84527 0.97289
78 H 4.05739 -0.75610 2.20831
79 C -2.51898 -2.42267 5.15941
80 Si -1.68892 -4.11511 5.00799
81 C -1.75360 -4.87795 6.75033
82 C -2.82429 -5.17742 3.92883
83 Si 0.49752 -4.02753 4.17713
84 Te 0.56696 -2.93134 1.96483
85 Si 1.75684 -2.99482 5.87752
86 C 2.41716 -4.27992 7.11858
87 C 0.81562 -1.77988 6.99505
88 C 3.24939 -2.05656 5.19910
89 Si 1.26607 -6.22712 3.89975
90 C 0.84458 -7.33649 5.38681
91 C 3.14066 -6.22844 3.67549
92 C 0.47221 -7.02934 2.39412
93 H -3.51035 -2.50247 5.61605
94 H -2.63366 -1.96075 4.17386
95 H -1.91750 -1.74163 5.77095
96 H -2.78390 -4.98206 7.10595
97 H -1.21233 -4.25612 7.47191
98 H -1.29096 -5.87043 6.76441
99 H -3.85375 -5.17897 4.29982
100 H -2.47327 -6.21450 3.89361
101 H -2.83086 -4.79740 2.90219
102 H 1.58815 -4.83684 7.56924
103 H 2.97540 -3.79847 7.92709
104 H 3.07866 -5.00749 6.63705
105 H -0.05248 -2.26056 7.45740
106 H 0.45486 -0.91314 6.43550
107 H 1.46469 -1.41815 7.79771
108 H 3.84167 -2.70127 4.54119
109 H 3.89993 -1.68895 5.99839
110 H 2.91913 -1.20071 4.60107
111 H 1.20560 -6.90370 6.32630
112 H 1.29181 -8.33027 5.28028
113 H -0.23933 -7.46497 5.47322
114 H 3.64070 -5.62315 4.43854
115 H 3.37675 -5.79310 2.69900
116 H 3.56585 -7.23653 3.70756
117 H -0.61122 -6.87174 2.38426
118 H 0.66356 -8.10694 2.34816
119 H 0.87928 -6.57092 1.48678

***

# C3H8NO2

2 unconnected molecules or ions with the total composition C3H8NO2 in a non-equilibrium geometry (ωB97M-V with the def2-TZVPD basis set, OMol25).

Properties
HOMO energy (alpha / beta) = -21.3 / -21.3 eV
⟨S²⟩ = 0.7561
Strongest force on any atom = 2.8 eV/Å
2S+1 = 2
Frontier orbital gap (alpha / beta) = 11.40 / 6.06 eV
Net charge = +2
Energy above the lowest of the compared OMol25 structures with the same formula, charge and spin = 45.5 kcal/mol

Cartesian coordinates (Å):
1 O -0.68161 -1.30226 -0.87974
2 C 0.17382 -1.74315 -1.66376
3 O 1.33588 -2.17486 -1.39975
4 H -0.12208 -1.77812 -2.74494
5 H 1.74324 -2.69342 -2.13043
6 C 0.42624 1.88433 0.48807
7 C -1.17364 0.36067 1.74963
8 N -0.37344 0.67908 0.81229
9 H 0.60899 1.85262 -0.57837
10 H -0.15634 2.75358 0.74249
11 H 1.35954 1.76901 1.02893
12 H -1.30073 1.10500 2.53436
13 H -1.79124 -0.52005 1.73344
14 H -0.04863 -0.19244 0.30778